10
Properties=species:S:1:pos:R:3:nbo_charge:R:1 method="wB97M-V/def2-TZVPD" e_above_lowest_ev=2.6015 gap_ev=9.58 lumo_ev=0.6479 smiles="[H]/N=C/C=C=C"
H -1.253 -2.419 -0.125 0.34
N -0.667 -1.597 -0.015 -0.62
C -1.372 -0.534 0.020 0.11
C -0.697 0.766 0.102 -0.43
C 0.595 0.707 0.297 0.24
C 1.828 0.642 0.682 -0.52
H -2.455 -0.505 -0.122 0.16
H -1.194 1.706 -0.119 0.24
H 1.945 1.325 1.506 0.24
H 2.652 0.224 0.116 0.24